# 1
Computed, not measured: C3H3NS2 in the gas phase at a distorted geometry, with ωB97M-V/def2-TZVPD.

XYZ file:
```
9
Properties=species:S:1:pos:R:3
C -1.0350 -0.3259 0.0320
C 0.4687 -0.1703 0.0720
C 0.9010 1.3536 -0.1035
N 1.0104 2.4758 -0.2521
S 1.4704 -1.1059 1.1374
S 1.5688 -1.2108 -0.9204
H -1.4209 0.6561 0.3115
H -1.4477 -1.1579 0.6225
H -1.5158 -0.5147 -0.8994
```

Output
**LUMO level**: -0.46 eV
**Highest occupied orbital energy**: -9.03 eV
**SMILES string**: CC1(C#N)SS1
**Gap between HOMO and LUMO**: 8.576 eV
**Charge**: 0

# 2
Computed, not measured: 2 unconnected molecules or ions with the total composition C4H7NO at a distorted geometry, with ωB97M-V/def2-TZVPD.

XYZ file:
```
13
Properties=species:S:1:pos:R:3
O -1.7510 1.6835 -0.8514
C -0.9041 0.8506 -0.5483
C -1.1619 -0.3885 0.3008
C 0.8774 -1.0938 -0.2265
C 1.1955 0.2042 0.2980
N 0.4244 1.1657 -0.4456
H -2.2061 -0.6521 0.0649
H -0.1157 0.0543 1.2946
H 1.0991 -1.9367 0.4305
H 0.7697 -1.2607 -1.3011
H -1.1392 -1.2460 0.9856
H 2.2522 0.4708 0.3694
H 0.6596 2.1486 -0.3708
```

Output
**LUMO level**: -0.15 eV
**Highest occupied orbital energy**: -8.50 eV
**Gap between HOMO and LUMO**: 8.353 eV
**Charge**: 0

# 3
Computed, not measured: 2 unconnected molecules or ions with the total composition C22H37IN3O2 at a distorted geometry, with ωB97M-V/def2-TZVPD.

XYZ file:
```
65
Properties=species:S:1:pos:R:3
C 5.4889 -1.5627 -0.9552
O 5.9496 -0.2337 -0.8347
C 5.7116 0.3254 0.4441
C 5.2646 1.7688 0.3684
C 3.8189 2.0000 -0.1007
C 3.6653 2.3705 -1.5748
C 3.5313 1.2000 -2.5436
C 2.0683 0.7307 -2.7320
C 1.9225 -0.7892 -2.6966
C 0.5343 -1.2912 -2.2835
N -0.6153 -0.4194 -2.5966
C -1.2852 -0.1644 -1.4340
N -2.3045 0.6615 -1.3643
C -3.0181 1.0397 -0.1496
C -3.1024 2.5702 -0.0281
C -4.1783 2.9347 0.9872
I -6.0846 3.0172 0.0218
N -0.7874 -0.8278 -0.3804
C 0.3794 -1.6962 -0.7991
C -0.0289 -3.1456 -0.5403
C -1.2864 -3.5367 -1.2896
O -2.2679 -3.9643 -0.6837
H 5.5379 -1.8211 -2.0077
H 4.4411 -1.6263 -0.6520
H 6.0971 -2.2439 -0.3657
H 4.9588 -0.2387 0.9993
H 6.6333 0.2745 1.0247
H 5.9751 2.3602 -0.2014
H 5.3310 2.1214 1.3972
H 3.4313 2.8339 0.4793
H 3.2239 1.1295 0.1813
H 4.5203 2.9662 -1.8798
H 2.7954 3.0153 -1.6912
H 3.9108 1.5233 -3.5085
H 4.1422 0.3538 -2.2508
H 1.4334 1.2241 -1.9951
H 1.7515 1.0570 -3.7200
H 2.6355 -1.2349 -2.0085
H 2.1528 -1.2111 -3.6685
H 0.3745 -2.2119 -2.8427
H -0.3862 0.4615 -3.0481
H -2.6118 1.0742 -2.2297
H -2.4914 0.6700 0.7221
H -4.0104 0.5979 -0.1594
H -3.3166 2.9651 -1.0151
H -2.1234 2.9134 0.2957
H -4.2433 2.1750 1.7566
H -3.9564 3.8867 1.4464
H -1.4696 -1.2286 0.2485
H 1.2058 -1.3584 -0.1849
H 0.7977 -3.7926 -0.8292
H -0.2456 -3.2408 0.5173
H -1.3362 -3.4205 -2.3855
C -5.6467 -0.7056 2.9245
C -4.3008 -1.0260 2.8067
C -3.5302 -1.2294 3.9433
C -4.1088 -1.1171 5.1993
C -5.4548 -0.7998 5.3172
C -6.2238 -0.5915 4.1807
H -6.2454 -0.5480 2.0358
H -3.8539 -1.1262 1.8236
H -2.4808 -1.4806 3.8525
H -3.5116 -1.2804 6.0864
H -5.9055 -0.7159 6.2968
H -7.2719 -0.3412 4.2739
```

Output
**LUMO level**: -2.53 eV
**Highest occupied orbital energy**: -11.57 eV
**Gap between HOMO and LUMO**: 9.047 eV
**Charge**: +1

# 4
Computed, not measured: a molecular structure, C26H48LuOP2 at a distorted geometry, with ωB97M-V/def2-TZVPD.

XYZ file:
```
78
Properties=species:S:1:pos:R:3
Lu -0.2989 0.0222 -0.6105
C -1.9231 1.6698 0.5308
C -2.5596 0.8289 -0.4484
C -1.9905 -0.4861 1.3700
C -1.6280 0.8601 1.6652
C -2.5716 -0.5154 0.0595
C -1.9122 3.1608 0.4912
H -1.6438 3.5279 -0.5093
H -1.2095 3.6057 1.2148
H -2.9159 3.5673 0.7172
C -1.3425 1.3215 3.0450
H -1.2080 2.4098 3.1042
H -0.4291 0.8377 3.4410
H -2.1660 1.0679 3.7445
C -2.0799 -1.5826 2.3667
H -3.1226 -1.7038 2.7193
H -1.4558 -1.3874 3.2528
H -1.7680 -2.5452 1.9375
C -3.1179 -1.7116 -0.6287
H -4.2166 -1.6457 -0.6875
H -2.8519 -2.6350 -0.1029
H -2.7452 -1.7952 -1.6577
C -3.1643 1.2849 -1.7206
H -4.1935 1.6412 -1.5674
H -3.1991 0.4681 -2.4427
H -2.5903 2.1100 -2.1663
C 1.4314 0.4760 -2.1113
C 0.3658 1.3426 -2.3389
C -0.2195 1.5924 -3.7035
C -1.1151 0.4547 -4.2751
C -1.1747 -0.7941 -3.4270
C -0.1151 -1.6138 -3.2463
C 1.2277 -1.3763 -3.9044
C 2.1020 -0.2930 -3.2151
H 0.6089 1.7839 -4.3987
H -0.7663 0.2338 -5.3040
H -0.8227 2.5093 -3.6522
H 2.4228 0.4331 -3.9727
H 2.0315 0.5920 -1.1857
H 0.1215 2.1235 -1.5784
H 3.0099 -0.7725 -2.8212
H 1.7865 -2.3308 -3.9245
H -0.2579 -2.6477 -2.9207
H 1.1091 -1.0884 -4.9617
H -2.1421 0.8394 -4.4016
H -2.1932 -1.1880 -3.3076
P 1.6960 2.0550 1.0337
C 1.5902 2.8562 2.6794
H 2.4910 3.4531 2.8790
H 1.4992 2.1209 3.4846
H 0.7291 3.5271 2.7347
C 3.4344 1.5063 1.1407
H 4.0718 2.2718 1.5941
H 3.8265 1.2734 0.1481
H 3.4907 0.6045 1.7561
C 1.9053 3.5812 0.0371
H 2.2053 3.3321 -0.9823
H 2.6524 4.2531 0.4728
H 0.9529 4.1182 -0.0241
P 0.8188 -2.4898 0.3630
C -0.1765 -3.8249 -0.4114
H 0.4583 -4.6815 -0.6802
H -0.6725 -3.4629 -1.3197
H -0.9647 -4.1570 0.2731
C 2.4131 -2.6554 -0.5173
H 2.2873 -2.4788 -1.5943
H 2.8302 -3.6607 -0.3656
H 3.1243 -1.9103 -0.1360
C 1.2078 -3.2835 1.9462
H 1.4328 -4.3464 1.7946
H 0.3618 -3.2153 2.6341
H 2.0616 -2.8137 2.4352
C 0.5746 -0.8821 5.3866
C 1.2284 -0.3617 4.2131
O 2.1871 -0.4021 3.5260
H 0.7210 -1.9789 5.4667
H -0.5004 -0.6467 5.2875
H 0.9552 -0.3535 6.2776
```

Output
**LUMO level (alpha / beta)**: -2.69 / -2.23 eV
**Highest occupied orbital energy (alpha / beta)**: -9.68 / -8.76 eV
**Gap between HOMO and LUMO (alpha / beta)**: 6.996 / 6.523 eV
**Charge**: +1

# 5
Computed, not measured: a molecular structure, C30H50BrN3OOsP2 at a distorted geometry, with ωB97M-V/def2-TZVPD.

XYZ file:
```
88
Properties=species:S:1:pos:R:3
C -0.6280 7.4041 -4.5524
C -0.8047 6.0194 -4.7956
C -1.1165 5.6368 -6.1239
C -1.2312 6.6259 -7.1054
N -1.0636 7.9401 -6.8754
C -0.7677 8.3025 -5.6148
C -0.6752 5.0587 -3.7554
C -0.5634 4.2284 -2.8563
C -0.4338 3.2672 -1.8154
C 0.6319 3.3420 -0.8828
C 0.7539 2.3932 0.1373
C -0.1734 1.3339 0.2779
C -1.2343 1.2667 -0.6557
C -1.3669 2.2075 -1.6818
Os 0.0093 -0.0214 1.7455
P 1.8998 -0.9274 0.7228
H -1.2643 4.5815 -6.3714
H -0.3859 7.7589 -3.5464
H -1.4726 6.3425 -8.1392
H -0.6331 9.3789 -5.4396
H -2.1944 2.1358 -2.3953
H 1.3594 4.1554 -0.9724
H -1.9731 0.4601 -0.5808
H 1.5897 2.4803 0.8415
C 2.1960 -2.5898 1.5031
C 3.1797 -3.5687 0.8503
H 1.1900 -3.0447 1.5551
H 2.4657 -2.3552 2.5492
H 3.4218 -4.3792 1.5607
H 2.7457 -4.0383 -0.0491
H 4.1260 -3.0846 0.5610
C 1.7948 -1.1937 -1.1145
C 2.8685 -0.5731 -2.0176
H 0.7974 -0.8116 -1.3959
H 1.7319 -2.2890 -1.2527
H 2.6094 -0.7491 -3.0768
H 2.9322 0.5188 -1.8723
H 3.8695 -0.9985 -1.8425
C 3.3957 0.1353 1.0242
C 4.7851 -0.5143 0.9946
H 3.2061 0.5698 2.0215
H 3.3192 0.9621 0.2926
H 5.5580 0.2600 1.1473
H 4.8929 -1.2492 1.8100
H 5.0016 -1.0212 0.0403
Br 0.2409 -1.7399 3.6061
P -2.6723 -3.6154 -2.5975
C -0.7947 -3.6620 -2.4602
C -0.1910 -5.0656 -2.6101
H -0.4834 -3.1922 -1.5061
H -0.4139 -3.0124 -3.2708
H 0.8802 -5.0087 -2.8755
H -0.2729 -5.6498 -1.6774
H -0.7101 -5.6339 -3.4019
C -3.1509 -3.2845 -0.8106
C -4.5624 -3.7554 -0.4368
H -3.0765 -2.1876 -0.6815
H -2.3968 -3.7380 -0.1370
H -4.6432 -3.9326 0.6508
H -5.3216 -3.0036 -0.7169
H -4.8219 -4.7005 -0.9448
C -2.8708 -1.8582 -3.2339
C -3.1364 -1.7863 -4.7431
H -1.9782 -1.2607 -2.9615
H -3.7253 -1.4253 -2.6801
H -3.6172 -0.8296 -5.0155
H -2.2002 -1.8619 -5.3251
H -3.7982 -2.6080 -5.0690
C 2.4336 0.3590 4.8288
N 1.2422 0.1598 5.6587
C 1.4503 0.2130 7.0958
C 0.0093 -0.0214 5.0164
O 0.0093 -0.0214 3.7455
N -1.2481 -0.0989 5.6383
C -1.5799 -0.1432 7.0625
C -2.4291 -0.1067 4.7713
H 3.3565 0.5318 5.4202
H 2.2917 1.2484 4.1792
H 2.6330 -0.5308 4.2014
H 0.8909 1.0682 7.5313
H 1.2070 -0.7707 7.5488
H 2.5115 0.3912 7.3693
H -2.1857 0.7502 7.3273
H -2.1922 -1.0491 7.2603
H -0.7806 -0.2061 7.7854
H -2.4488 0.8160 4.1516
H -2.4272 -0.9952 4.1077
H -3.3795 -0.1361 5.3494
```

Output
**LUMO level (alpha / beta)**: -12.13 / -13.13 eV
**Multiplicity**: 5
**Highest occupied orbital energy (alpha / beta)**: -17.88 / -18.22 eV
**<S²>**: 6.05
**Gap between HOMO and LUMO (alpha / beta)**: 5.745 / 5.088 eV
**Charge**: +4

# 6
Computed, not measured: C5H7NO3 in the gas phase at a distorted geometry, with ωB97M-V/def2-TZVPD.

XYZ file:
```
16
Properties=species:S:1:pos:R:3
C 0.1664 1.8325 -0.1826
C 1.2987 1.4065 -1.0780
C -0.6343 0.8489 0.2160
C -0.5128 -0.5189 -0.3389
C -0.4335 -1.4509 0.8494
N -1.2227 -2.4163 1.0962
O 1.9680 2.5951 -1.3159
O -1.6515 0.9251 1.0470
O 0.0217 3.0905 0.1919
H -1.3289 -0.7700 -1.0450
H 0.3727 -0.6885 -0.8693
H 0.5061 -1.2182 1.3708
H -1.8880 -0.0343 1.2932
H -0.9524 -2.9484 1.8414
H 2.7586 2.3478 -1.7717
H 0.6270 3.6467 -0.2177
```

Output
**LUMO level**: 0.35 eV
**Highest occupied orbital energy**: -8.67 eV
**Gap between HOMO and LUMO**: 9.014 eV
**Charge**: 0